# C24H43CuNP2

C24H43CuNP2 as an isolated structure at a distorted geometry (the ωB97M-V functional and the def2-TZVPD basis, OMol25).

```
! RIJCOSX wB97M-V def2-TZVPD def2/J DEFGRID3
* xyz 0 2
P -0.43542 -2.46846 0.29790
P -0.65480 1.70092 0.90526
C -1.36436 -0.97768 -0.22890
C -0.47835 0.31511 -0.29942
H -2.15884 -0.88628 0.54357
H -1.87013 -1.20292 -1.20289
H 0.57939 -0.00134 -0.07179
H -0.51407 0.84045 -1.31588
C -2.30518 2.44074 0.45208
H -2.63057 3.16590 1.21017
H -3.07868 1.67140 0.34171
H -2.22178 3.00554 -0.49502
C 0.28311 3.14235 0.28213
H -0.21600 3.59842 -0.58905
H 1.30189 2.83344 0.06089
H 0.31315 3.88036 1.09874
C -1.37216 -3.72657 -0.57711
H -1.46268 -4.51565 0.18068
H -0.83248 -4.09718 -1.46485
H -2.34714 -3.29770 -0.87159
C 1.26085 -2.89508 -0.18678
H 1.99299 -2.07198 -0.13231
H 1.23593 -3.32972 -1.21231
H 1.54887 -3.70566 0.51454
Cu 0.60018 -0.43006 -3.18983
C 0.87280 1.05704 -4.32503
C -0.48607 1.02273 -3.92648
C -1.57108 0.14076 -4.50781
C -1.15232 -1.34163 -4.86189
C -0.22683 -2.01626 -3.89279
C 1.18525 -1.99395 -3.96230
C 1.98239 -1.23489 -4.99252
C 1.55472 0.23653 -5.37524
C -0.67202 -2.60035 2.06678
H 1.46830 1.85263 -3.87183
H -0.84364 1.84438 -3.29781
H -1.97614 0.59076 -5.43079
H -2.43313 0.05504 -3.81629
H -2.08768 -1.91879 -4.97631
H -0.70306 -1.34267 -5.86072
H -0.70040 -2.78191 -3.25982
H 1.76308 -2.69622 -3.33547
H 2.13314 -1.80269 -5.92555
H 2.99313 -1.14122 -4.56532
H 2.50704 0.77786 -5.50500
H 1.03107 0.25341 -6.34784
H -0.03179 -1.86818 2.57411
H -0.36771 -3.63471 2.29266
H -1.70873 -2.47839 2.40155
C -0.51645 0.24451 5.53631
N -0.83105 1.50949 4.90105
C -1.95957 2.25414 5.38790
C -0.55488 1.62293 3.50314
C 0.93397 1.50497 3.20704
C 1.94197 1.73371 4.13141
C 3.26086 1.43381 3.76711
C 3.50294 0.84605 2.52406
C 2.45072 0.67980 1.57842
C 1.16880 1.13040 1.89721
H -1.05610 0.21244 6.50112
H 0.57101 0.16218 5.71142
H -0.78114 -0.63420 4.91009
H -1.60313 3.21539 5.80352
H -2.63251 2.51906 4.55504
H -2.48759 1.68489 6.16531
H -1.10693 0.78556 2.98702
H -0.98050 2.56794 3.17082
H 1.70299 2.18292 5.10754
H 4.09125 1.65698 4.43748
H 4.51650 0.54003 2.23166
H 2.66481 0.17936 0.63709
*
```

Values from the calculation:
Orbital gap (alpha / beta) ... 3.081 / 2.957 eV
M ... 471.11 u

Here are the Löwdin charges for atoms 1 to 8, given in e: 0.87, 0.87, -0.30, -0.35, 0.08, 0.08, 0.04, 0.07